Molecular formula: C2H2FO2Rh
Method: DFT, the ωB97M-V functional and the def2-TZVPD basis

Highest occupied orbital energy (alpha / beta) in Ha: -0.5018 / -0.6238
Strongest force on any atom in eV/A: 3.63
Multiplicity: 6
Energy in hartree: -437.713649
Total charge: +1
LUMO (alpha / beta) in eV: -6.36 / -9.44
ΔE to the lowest compared entry with this formula, charge and spin in kcal per mole: 42.66

Positions of all 8 atoms, in Å:
Rh -1.67124 1.09676 -0.53940
F 0.96713 0.17268 -1.54879
O -1.07824 -0.67787 -0.76504
C 0.15393 -0.66430 -0.27923
C 0.28074 0.22434 0.89206
O -0.53207 1.26490 0.96428
H 0.69482 -1.62132 -0.23453
H 1.18492 0.20481 1.51065